Entry 1:
The molecule C4H7NO. Source: the Open Molecules 2025 dataset; level of theory: the ωB97M-V functional and the def2-TZVPD basis.

Geometry as XYZ:
```
13
C4H7NO | the Open Molecules 2025 dataset | the ωB97M-V functional and the def2-TZVPD basis
O -0.954 2.385 -0.988
N -1.392 1.427 -0.096
C -0.631 0.417 -0.004
C 0.694 0.046 -0.641
C 0.764 -1.136 0.365
C -0.638 -0.768 0.933
H -0.038 2.164 -1.239
H 0.626 -0.240 -1.698
H 1.479 0.805 -0.537
H 0.826 -2.123 -0.099
H 1.576 -1.035 1.088
H -1.419 -1.512 0.751
H -0.659 -0.492 1.991
```

Properties
Multiplicity   1
SMILES string   ON=C1CCC1
HOMO level   -9.56 eV

=====

Entry 2:
The molecule C4H7NO. Source: the Open Molecules 2025 dataset; level of theory: the ωB97M-V functional and the def2-TZVPD basis.

Geometry as XYZ:
```
13
C4H7NO | the Open Molecules 2025 dataset | the ωB97M-V functional and the def2-TZVPD basis
C -1.837 -0.710 0.169
C -0.648 0.030 -0.404
O 0.111 0.523 0.693
C 1.403 0.927 0.358
C 2.241 -0.214 -0.086
N 2.853 -1.129 -0.441
H -2.439 -0.046 0.795
H -2.468 -1.106 -0.633
H -1.489 -1.544 0.785
H -0.961 0.869 -1.046
H -0.033 -0.649 -1.013
H 1.849 1.359 1.258
H 1.417 1.691 -0.435
```

Properties
Multiplicity   1
SMILES string   CCOCC#N
HOMO level   -10.82 eV

=====

Number 1: gap between HOMO and LUMO 10.48 eV, maximum force 0.7 eV Å⁻¹. Number 2: gap between HOMO and LUMO 11.70 eV, maximum force 1.1 eV Å⁻¹.